196
Properties=species:S:1:pos:R:3 method="wB97M-V/def2-TZVPD" relative_energy_ev=0.225 e_homo_ev=-14.270 spin_multiplicity=1 homo_lumo_gap_ha=0.1207 charge=+4
N 0.22578 -3.30188 1.26316
H 1.23108 -3.34005 1.35265
H -0.05525 -2.89184 0.38396
H -0.26178 -2.86212 2.03062
H 0.02988 -4.29211 1.29736
N 3.13909 1.60067 -2.40185
H 3.19118 0.66838 -2.01685
H 2.25407 2.03524 -2.18278
H 3.10065 1.50893 -3.40694
H 3.94592 2.17806 -2.21278
N -1.17196 0.28575 -6.50706
H -1.59956 1.14617 -6.81839
H -1.50980 -0.53073 -6.99627
H -1.23518 0.23229 -5.50046
H -0.17639 0.38098 -6.64803
N 1.58362 -2.41538 -2.81266
H 2.38189 -2.10729 -2.27605
H 1.83640 -3.27520 -3.27838
H 1.39263 -1.71804 -3.51788
H 0.81984 -2.50551 -2.15797
N -0.67292 3.77312 -4.94382
H -0.95899 3.29386 -4.10205
H -1.28811 3.59029 -5.72370
H 0.19318 3.32226 -5.20208
H -0.56315 4.76449 -4.78500
N 2.62522 -0.48620 1.63820
H 1.62446 -0.35577 1.67761
H 2.96046 -0.27432 0.70932
H 2.81058 -1.47879 1.66080
H 3.07372 0.03846 2.37556
C -1.07304 -0.36589 -2.36704
C -0.95209 0.94501 -2.64958
C -0.07443 1.85836 -1.81725
O 0.44929 2.97454 -2.22915
C 0.40580 1.45498 -0.60976
C -0.02866 0.19575 -0.04319
C -0.53658 -0.88443 -1.15842
O -0.44214 -2.10121 -0.91327
O 0.14098 -0.14159 1.12036
O -1.57808 1.31081 -3.68322
H -1.66639 -1.04062 -2.96627
H 1.02106 2.04717 0.05143
C 4.30929 4.14086 -4.20220
C 4.56420 4.82283 -2.82592
N 4.75806 3.73874 -1.82260
C 6.15780 3.28544 -1.83154
C 6.42079 1.92391 -1.09347
C 4.42023 4.31962 -0.51780
C 2.93953 4.55999 -0.33521
H 3.26137 3.86228 -4.31334
H 4.88222 3.25579 -4.47882
H 4.41670 4.89062 -4.98605
H 5.49198 5.38743 -2.91839
H 3.78393 5.56236 -2.64600
H 6.77039 4.06823 -1.38426
H 6.42028 3.22499 -2.88773
H 7.40558 1.54038 -1.36028
H 5.71599 1.16905 -1.44208
H 6.37672 2.02108 -0.00871
H 4.71717 3.59946 0.24463
H 4.94218 5.25648 -0.32298
H 2.34517 3.64715 -0.37473
H 2.79193 5.02815 0.63801
H 2.51092 5.30937 -1.00068
C 0.70231 -1.80149 4.28803
C -0.61267 -2.53367 4.70244
N -1.55085 -2.76927 3.57613
C -2.17773 -1.48640 3.09523
C -2.94813 -1.68811 1.78193
C -2.52452 -3.81463 3.91356
C -3.51922 -3.35775 5.03013
H 1.29560 -2.33687 3.54676
H 1.35435 -1.65216 5.14864
H 0.46693 -0.81423 3.89052
H -0.31685 -3.53461 5.01665
H -1.08331 -2.07199 5.57046
H -2.77359 -0.98850 3.86018
H -1.36830 -0.77941 2.91334
H -3.45851 -0.77473 1.47639
H -2.31517 -1.98792 0.94671
H -3.77518 -2.39516 1.84648
H -2.07224 -4.72029 4.31770
H -3.03051 -4.07316 2.98337
H -4.17699 -4.19454 5.26517
H -4.12310 -2.47211 4.83249
H -2.99113 -3.13567 5.95744
C -0.33712 4.54040 2.06429
C -0.80554 5.79191 1.38948
N -1.18452 6.85023 2.30163
C -2.37641 6.51627 3.02250
C -2.40582 7.45944 4.24565
C -1.24257 8.14180 1.65115
C 0.17661 8.63310 1.36753
H 0.39420 4.72084 2.85214
H 0.04047 3.88443 1.27993
H -1.14751 3.99651 2.54963
H 0.01801 6.14262 0.76748
H -1.59332 5.49389 0.69761
H -3.25865 6.65383 2.39734
H -2.35974 5.49240 3.39599
H -3.06863 7.13999 5.04985
H -1.46383 7.47736 4.79378
H -2.73181 8.46920 3.99623
H -1.75121 8.90753 2.23685
H -1.85297 8.11726 0.74842
H 0.84959 8.48323 2.21177
H 0.15299 9.71560 1.24210
H 0.64645 8.17793 0.49566
C 0.92121 -7.99312 0.16153
C 0.96755 -6.47714 0.48141
N -0.13081 -6.00432 1.35153
C -1.48536 -6.23770 0.79921
C -1.77471 -5.55857 -0.50001
C -0.01038 -6.51221 2.69126
C 1.24415 -5.96873 3.39135
H 1.01229 -8.62394 1.04576
H 1.67298 -8.40661 -0.51075
H -0.05550 -8.21684 -0.26752
H 1.95145 -6.29046 0.91174
H 1.05348 -5.95989 -0.47419
H -1.61092 -7.31500 0.69081
H -2.29159 -6.05753 1.51030
H -1.77473 -4.47758 -0.36014
H -1.04590 -5.85283 -1.25522
H -2.78807 -5.77466 -0.83840
H 0.01511 -7.60185 2.67998
H -0.82815 -6.18307 3.33238
H 1.14020 -6.05171 4.47320
H 1.48063 -4.91518 3.24230
H 2.16400 -6.40068 2.99713
C -4.97551 1.13098 -1.78053
C -3.94766 1.44038 -0.72083
N -3.99195 2.89577 -0.47758
C -3.40804 3.10538 0.86094
C -4.53837 2.93879 1.90048
C -3.26304 3.68811 -1.51484
C -3.82071 5.07551 -1.66438
H -4.77619 1.63412 -2.72669
H -5.97246 1.46773 -1.49628
H -4.96314 0.06976 -2.02906
H -4.21397 0.89102 0.18215
H -2.97923 1.08338 -1.07124
H -3.13504 4.14705 1.02971
H -2.53879 2.48655 1.08357
H -5.07675 3.88236 1.98950
H -4.19302 2.76052 2.91883
H -5.15586 2.04983 1.77187
H -2.19693 3.77459 -1.30501
H -3.31758 3.21130 -2.49350
H -4.84566 5.11261 -2.03344
H -3.79289 5.60368 -0.71131
H -3.29192 5.66181 -2.41587
C 4.38625 1.79095 5.86757
C 3.66562 0.76202 4.98830
N 4.09822 0.82090 3.59652
C 3.90697 2.09197 2.88626
C 2.46625 2.53482 2.94474
C 5.49539 0.31728 3.33892
C 5.62025 -1.20714 3.59504
H 4.14213 2.79910 5.53271
H 5.47087 1.68961 5.82975
H 3.98357 1.80375 6.88038
H 3.84128 -0.18839 5.49226
H 2.59101 0.92570 5.06903
H 4.54802 2.88531 3.27066
H 4.14308 1.88831 1.84181
H 2.31692 3.39485 2.29195
H 1.81322 1.75737 2.54821
H 2.11951 2.59110 3.97659
H 6.12666 0.94485 3.96801
H 5.70083 0.47733 2.28049
H 5.86462 -1.36664 4.64525
H 6.51875 -1.54351 3.07768
H 4.81648 -1.84033 3.21938
C -4.62759 -5.07734 -6.90742
C -3.35408 -5.77935 -6.54753
N -3.37618 -6.30596 -5.12988
C -2.14182 -7.13561 -4.90325
C -2.41148 -8.07676 -3.78424
C -3.66731 -5.30250 -4.03591
C -2.59292 -4.24589 -3.93770
H -4.66493 -5.12723 -7.99563
H -4.55685 -4.02028 -6.65103
H -5.49265 -5.50608 -6.40150
H -3.12683 -6.50946 -7.32432
H -2.49940 -5.12005 -6.69901
H -1.92076 -7.70119 -5.80843
H -1.27340 -6.50447 -4.71454
H -3.34596 -8.58626 -4.01934
H -1.56732 -8.76629 -3.79103
H -2.52710 -7.56278 -2.83002
H -3.86859 -5.91089 -3.15418
H -4.58495 -4.79413 -4.33185
H -1.63730 -4.64119 -3.59327
H -2.97036 -3.61178 -3.13549
H -2.55451 -3.54875 -4.77473